Entry 1:
DFT (ωB97M-V/def2-TZVPD) results for 16 unconnected molecules or ions with the total composition C4H30BO23.

Values from the calculation:
Charge: 0
2S+1: 2
⟨S²⟩: 0.7570
Kohn-Sham gap (alpha / beta) (eV): 8.082 / 3.193

Geometry as XYZ:
```
58
Properties=species:S:1:pos:R:3:forces:R:3
O 1.612 1.690 2.865 -1.3 -1.7 -2.7
C 1.119 1.163 1.870 -0.4 0.3 1.9
O 0.061 0.285 1.810 0.9 1.1 0.2
B -0.154 -0.185 0.421 1.7 2.4 0.8
O 0.873 0.537 -0.352 0.7 0.0 0.8
C 1.552 1.383 0.439 1.9 1.2 -2.3
O 2.362 2.193 0.001 -1.7 -1.6 1.5
O -1.376 0.163 -0.327 -1.9 -3.4 -1.1
C -1.820 -0.995 -0.847 -4.5 2.5 -1.6
O -2.822 -1.188 -1.595 4.1 1.0 2.7
C -0.976 -2.164 -0.277 0.4 -4.2 -0.5
O -0.054 -1.613 0.402 0.6 -0.8 0.4
O -1.134 -3.365 -0.503 0.0 3.2 0.3
O -0.970 -6.570 -1.182 -0.1 -0.1 -0.3
H -0.489 -6.088 -0.509 -0.1 0.1 0.5
H -0.877 -6.037 -1.971 0.0 -0.1 -0.4
O 2.342 0.681 -3.260 -0.2 -0.2 -0.2
H 3.269 0.693 -3.498 0.3 0.0 -0.1
H 2.339 0.660 -2.303 0.0 0.2 0.2
O 4.570 3.051 1.916 0.4 0.0 0.0
H 3.900 3.731 1.845 -0.1 0.1 -0.1
H 4.085 2.260 2.152 -0.2 -0.2 0.1
O -4.871 0.736 0.018 -0.2 -0.2 0.1
H -4.274 0.110 -0.392 0.1 -0.1 0.0
H -4.625 1.582 -0.355 0.0 0.3 -0.1
O 0.221 4.553 0.567 -0.2 -0.2 0.0
H 1.036 4.310 1.007 0.3 -0.1 0.2
H 0.472 5.255 -0.032 0.0 0.3 -0.1
O -5.441 -2.148 -2.127 -0.1 -0.3 -0.1
H -5.989 -1.485 -1.706 -0.3 0.3 0.2
H -4.563 -1.768 -2.127 0.2 -0.1 -0.2
O 0.151 2.763 -2.089 -0.3 0.0 -0.4
H 0.429 3.641 -1.829 0.0 0.1 0.1
H 0.238 2.238 -1.293 0.0 0.0 -0.1
O -2.802 -1.375 2.513 0.1 -0.3 -0.8
H -3.694 -1.269 2.843 -0.2 0.0 0.0
H -2.251 -0.950 3.171 0.3 0.2 0.6
O 0.630 2.784 5.167 -0.3 0.0 0.4
H 1.037 3.650 5.197 0.0 0.2 0.1
H 1.103 2.320 4.476 0.1 -0.2 -0.2
O 4.640 4.359 -1.384 0.2 0.0 0.0
H 3.818 3.989 -1.063 -0.2 -0.3 0.1
H 4.499 5.305 -1.372 0.1 0.3 0.0
O -0.122 -5.842 1.550 -0.2 -0.1 -0.2
H 0.707 -6.096 1.144 0.4 -0.2 0.1
H -0.089 -4.886 1.586 0.0 0.3 0.2
O -2.399 -4.384 -3.322 -0.2 -0.1 0.1
H -1.735 -3.890 -3.801 0.2 0.3 -0.5
H -2.196 -4.229 -2.399 0.0 -0.1 0.7
O -0.976 -0.204 4.524 -0.2 -0.4 -0.1
H -0.461 0.064 3.763 0.2 0.1 -0.2
H -0.904 0.531 5.133 0.0 0.3 0.3
O -2.266 -1.547 -4.537 0.1 -0.3 -0.1
H -1.816 -1.475 -3.695 0.1 0.2 0.1
H -2.663 -0.687 -4.672 -0.1 0.3 -0.1
O 5.829 0.923 -0.712 -0.1 -0.4 -0.1
H 6.693 1.307 -0.563 0.2 0.1 0.0
H 5.221 1.528 -0.285 -0.1 0.4 0.2
```
Positions in Å, forces in eV/Å.



Entry 2:
DFT (ωB97M-V/def2-TZVPD) results for a molecular structure, C18H18AlN5.

Values from the calculation:
Charge: +2
Kohn-Sham gap (eV): 6.563

Geometry as XYZ:
```
42
Properties=species:S:1:pos:R:3:forces:R:3
Al 12.592 12.352 3.596 -1.8 -0.6 -2.2
N 14.545 12.909 3.573 0.6 -0.1 1.9
C 14.815 14.306 3.093 2.1 0.2 -0.5
C 13.552 15.058 3.237 -1.6 -0.1 0.5
N 12.494 14.170 2.622 0.9 0.3 -0.2
H 14.990 12.839 4.501 -0.4 0.1 0.0
H 15.120 12.235 3.090 0.0 -0.3 -0.7
H 15.216 14.267 2.057 -0.8 -0.1 0.3
H 15.679 14.790 3.612 -0.9 -0.5 0.1
H 13.574 16.043 2.793 0.1 0.2 -0.2
H 13.234 15.149 4.278 0.4 0.3 0.2
H 12.908 14.014 1.706 -0.7 -0.1 -0.6
H 11.591 14.659 2.507 0.5 -0.5 0.0
N 5.567 4.950 3.046 2.4 2.3 0.4
C 6.393 5.784 3.134 -2.3 -2.1 -0.4
C 7.365 6.842 3.141 1.5 -0.1 -0.1
C 6.963 8.181 3.081 -0.5 0.2 -0.1
C 7.905 9.195 3.193 0.2 -0.1 0.6
C 9.295 8.935 3.119 0.2 -0.3 0.1
C 9.682 7.588 3.019 -0.3 -1.1 -0.3
C 8.769 6.535 3.156 -0.6 0.6 0.0
C 10.343 9.971 3.188 -0.7 0.4 -0.3
C 9.887 11.337 3.258 0.2 1.3 -0.9
C 8.713 11.939 2.700 0.8 -0.7 0.3
C 8.697 13.310 3.068 -0.2 -1.3 -0.2
C 9.871 13.528 3.732 0.6 0.2 1.1
N 10.661 12.406 3.820 0.7 -0.8 0.0
C 11.732 9.631 3.152 1.6 -0.9 1.7
C 12.392 8.386 3.534 -0.8 0.7 -0.5
C 13.768 8.488 3.230 -1.4 1.6 0.2
C 13.989 9.821 2.853 -1.1 -0.1 0.2
N 12.783 10.576 2.869 0.8 -0.3 0.5
H 5.890 8.430 2.961 0.8 -0.2 0.4
H 7.569 10.186 3.470 -0.1 -0.3 -0.2
H 10.728 7.367 2.785 -1.1 -0.2 0.0
H 9.099 5.487 3.257 -0.2 0.7 -0.3
H 8.051 11.345 2.056 0.2 0.9 0.4
H 7.884 14.012 2.989 0.0 0.0 -0.3
H 10.119 14.420 4.314 0.1 -0.2 -0.4
H 11.862 7.514 4.005 1.1 1.2 -0.5
H 14.467 7.688 3.325 0.5 -0.1 0.0
H 14.961 10.234 2.532 -0.8 -0.1 0.2
```
Positions in Å, forces in eV/Å.



Entry 3:
DFT (ωB97M-V/def2-TZVPD) results for a molecular structure, C37H51N7OOsSSi4Te.

Values from the calculation:
Charge: +2
Kohn-Sham gap (eV): 6.257

Geometry as XYZ:
```
103
Properties=species:S:1:pos:R:3:forces:R:3
Os 0.069 -1.737 -0.678 -0.4 -0.2 0.3
C 3.054 0.065 -1.661 -0.1 0.1 0.0
C 3.203 -1.230 -0.943 0.0 -0.2 -0.1
C 4.474 -1.587 -0.484 0.0 0.0 0.0
C 4.706 -2.833 0.047 0.0 0.0 0.0
C 3.673 -3.761 0.017 0.0 0.1 -0.1
C 2.444 -3.361 -0.452 -0.2 0.0 -0.3
N 2.164 -2.073 -0.834 0.4 -0.2 0.7
C 1.337 -4.320 -0.658 0.0 0.1 0.1
C 1.497 -5.682 -0.830 0.0 0.0 0.1
C 0.374 -6.450 -1.101 0.0 0.0 0.0
C -0.875 -5.856 -1.146 0.0 0.0 0.1
C -0.977 -4.488 -0.929 0.0 0.1 0.1
N 0.122 -3.754 -0.746 0.3 -0.4 -0.4
C -2.242 -3.725 -0.861 0.2 0.0 -0.2
C -3.439 -4.411 -0.836 0.1 0.0 -0.1
C -4.625 -3.699 -0.866 -0.1 0.0 0.0
C -4.547 -2.331 -0.921 0.0 0.0 0.0
C -3.311 -1.678 -0.881 0.0 -0.2 0.0
C -3.362 -0.189 -0.920 0.0 0.1 -0.1
N -2.147 -2.361 -0.827 -0.2 0.1 0.4
H 3.921 0.188 -2.306 0.0 0.0 0.0
H 3.042 0.911 -0.976 0.0 0.1 0.1
H 2.153 0.090 -2.267 0.0 0.0 0.0
H 5.273 -0.863 -0.571 0.0 0.0 0.0
H 5.683 -3.105 0.424 0.0 0.0 0.0
H 3.824 -4.777 0.351 0.0 0.0 0.0
H 2.479 -6.129 -0.791 0.0 0.0 0.0
H 0.475 -7.512 -1.276 0.0 0.0 0.0
H -1.752 -6.446 -1.361 0.0 0.0 0.0
H -3.449 -5.489 -0.797 0.0 0.0 0.0
H -5.580 -4.207 -0.858 0.0 0.0 0.0
H -5.443 -1.729 -0.964 0.0 0.0 0.0
H -4.334 0.156 -0.573 0.0 0.0 0.0
H -3.223 0.177 -1.940 0.1 0.0 0.0
H -2.604 0.253 -0.284 -0.1 0.0 0.0
O -0.597 0.937 -2.645 -0.2 0.1 0.8
S -0.524 -0.375 -3.435 0.1 -0.4 -0.4
N -0.194 -1.618 -2.684 0.1 0.2 0.0
C 1.404 -1.713 3.552 -0.1 0.0 0.0
C 1.268 -1.509 2.197 0.0 -0.1 0.0
N 0.278 -2.078 1.481 0.2 0.2 -0.4
C -0.597 -2.845 2.121 -0.1 0.1 0.0
C -0.573 -3.062 3.493 0.0 0.0 0.0
C 0.472 -2.507 4.213 0.0 0.1 0.0
C -1.628 -3.871 4.134 -0.1 0.0 0.0
C -2.949 -3.756 3.972 0.0 0.1 0.0
C -3.710 -2.730 3.228 0.1 -0.1 0.0
C -5.084 -2.871 3.073 0.0 0.0 0.0
C -5.753 -1.874 2.381 0.0 0.0 0.0
N -5.128 -0.805 1.892 0.0 0.0 0.0
C -3.822 -0.750 2.123 0.1 0.1 0.1
N -3.078 -1.650 2.748 0.0 0.0 0.0
H 2.219 -1.244 4.084 0.0 0.0 0.0
H 1.964 -0.892 1.643 0.0 0.0 0.0
H -1.388 -3.276 1.527 0.0 -0.1 0.0
H 0.542 -2.661 5.282 0.0 0.0 0.0
H -1.274 -4.636 4.817 0.0 0.0 0.0
H -3.570 -4.471 4.500 0.0 0.0 0.0
H -5.613 -3.721 3.479 0.0 0.0 0.0
H -6.822 -1.932 2.215 0.0 0.0 0.0
H -3.303 0.133 1.760 0.0 0.0 0.1
C -2.303 3.624 0.311 0.0 -0.1 0.1
Si -1.025 4.333 -0.861 0.0 -0.1 -0.1
C -1.671 4.281 -2.618 0.0 0.1 0.0
C -0.611 6.068 -0.304 -0.1 0.1 0.0
Si 0.997 3.057 -0.837 0.0 -0.1 0.3
Te -0.201 0.781 -0.418 0.2 0.6 -1.0
Si 2.289 3.602 -2.748 0.1 0.1 0.0
C 2.184 5.470 -2.611 0.0 0.0 0.0
C 1.552 3.034 -4.361 0.0 -0.1 0.0
C 4.098 3.117 -2.663 0.0 0.0 0.0
Si 2.050 3.325 1.266 0.1 0.0 0.0
C 3.564 2.222 1.443 0.0 -0.1 0.0
C 0.834 2.870 2.621 0.0 0.0 0.0
C 2.604 5.102 1.425 0.0 0.0 0.0
H -3.159 4.302 0.362 0.0 0.0 0.0
H -1.907 3.516 1.323 0.0 0.0 0.0
H -2.676 2.651 -0.010 0.0 0.0 0.0
H -2.739 4.511 -2.642 0.0 0.0 0.0
H -1.528 3.295 -3.063 0.0 0.0 0.0
H -1.168 5.015 -3.251 0.0 0.0 0.0
H -1.437 6.730 -0.574 0.0 0.0 0.0
H 0.295 6.472 -0.753 0.0 0.0 0.0
H -0.504 6.109 0.782 0.0 0.0 0.0
H 1.193 5.847 -2.868 0.0 0.0 0.0
H 2.895 5.901 -3.320 0.0 0.0 0.0
H 2.445 5.844 -1.619 0.0 0.0 0.0
H 0.482 3.232 -4.429 0.0 0.0 0.0
H 1.714 1.968 -4.534 0.0 0.0 0.0
H 2.051 3.583 -5.164 0.0 0.0 0.0
H 4.495 3.101 -1.648 0.0 0.0 0.0
H 4.675 3.857 -3.224 0.0 0.0 0.0
H 4.286 2.151 -3.129 0.0 0.0 0.0
H 3.302 1.167 1.574 0.0 0.0 0.0
H 4.122 2.530 2.331 0.0 0.0 0.0
H 4.240 2.300 0.591 0.0 0.0 0.0
H 0.351 1.899 2.467 0.0 0.0 0.0
H 0.042 3.613 2.723 0.0 0.0 0.0
H 1.366 2.822 3.575 0.0 0.0 0.0
H 3.420 5.321 0.733 0.0 0.0 0.0
H 2.977 5.282 2.436 0.0 0.0 0.0
H 1.801 5.814 1.235 0.0 0.0 0.0
```
Positions in Å, forces in eV/Å.



Entry 4:
DFT (ωB97M-V/def2-TZVPD) results for a molecular structure, C34H35F4IN6O2S2Ti.

Values from the calculation:
Charge: +2
Kohn-Sham gap (eV): 6.874

Geometry as XYZ:
```
85
Properties=species:S:1:pos:R:3:forces:R:3
Ti -0.054 -0.371 0.022 -1.1 -1.1 0.1
C 2.301 -0.253 -3.855 0.3 0.0 0.1
C 3.079 -0.200 -2.562 0.0 -0.1 -0.5
N 4.397 -0.333 -2.610 0.1 0.1 0.2
C 5.129 -0.211 -1.490 -0.1 0.0 -0.5
C 4.595 0.107 -0.260 0.2 0.0 0.2
C 5.509 0.180 0.947 -0.1 0.3 0.0
O 5.322 1.340 1.755 0.0 -0.2 -0.1
C 3.199 0.221 -0.191 -0.3 0.2 0.8
C 2.583 0.597 1.093 -0.5 -0.1 -0.2
N 1.364 0.423 1.537 0.2 0.2 0.1
C 1.297 0.663 3.007 0.3 0.0 0.0
C 2.452 0.258 3.699 0.0 0.0 0.0
C 2.638 0.457 5.050 0.3 -0.1 0.1
C 1.643 1.061 5.793 0.0 0.0 0.2
C 0.469 1.425 5.163 0.1 0.0 0.1
C 0.278 1.229 3.798 0.0 -0.2 -0.5
I -1.635 1.809 3.223 0.0 0.1 -0.7
C 2.454 0.011 -1.334 -0.6 0.0 0.2
O 1.100 0.028 -1.215 1.5 0.3 -1.1
H 2.881 -0.804 -4.595 0.0 0.0 0.1
H 2.152 0.758 -4.247 0.1 -0.1 0.0
H 1.323 -0.709 -3.732 0.0 0.0 0.0
H 6.203 -0.346 -1.604 -0.2 0.0 0.0
H 6.538 0.097 0.605 0.1 0.0 0.0
H 5.324 -0.685 1.583 0.0 -0.1 0.2
H 5.922 2.038 1.475 0.0 0.0 0.0
H 3.285 1.066 1.763 0.2 0.1 0.0
H 3.236 -0.255 3.157 0.0 0.0 0.1
H 3.564 0.130 5.517 -0.2 0.1 -0.1
H 1.765 1.229 6.858 0.0 0.0 -0.1
H -0.329 1.876 5.740 0.1 0.0 0.0
C 0.731 3.704 0.211 -0.2 0.0 0.0
C 0.426 3.239 -1.196 -0.2 -0.1 0.0
N -0.512 2.092 -1.405 0.4 0.2 -0.1
C -0.423 1.864 -2.871 -0.1 -0.2 0.0
C -1.302 0.777 -3.480 0.1 0.3 0.0
C -1.872 2.378 -0.995 0.1 -0.2 0.1
C -2.646 1.091 -0.790 -0.1 -0.1 0.4
N -1.918 0.053 0.001 -0.1 0.6 0.3
C -2.712 -0.795 0.809 0.1 0.5 -0.3
C -2.067 -1.515 1.793 0.3 0.2 -0.1
F -0.708 -1.312 1.844 0.1 0.1 0.2
C -2.651 -2.322 2.722 -0.1 -0.1 0.1
F -1.887 -2.937 3.607 0.3 -0.2 0.3
C -4.015 -2.462 2.716 -0.3 -0.2 0.2
C -4.710 -1.777 1.745 -0.2 -0.1 0.1
F -6.024 -1.889 1.672 -0.2 0.0 0.0
C -4.091 -0.977 0.803 -0.1 0.1 -0.2
F -4.867 -0.431 -0.129 -0.2 0.2 -0.2
H -0.085 4.266 0.660 -0.1 0.0 0.1
H 0.978 2.875 0.861 0.0 -0.2 0.2
H 1.595 4.373 0.173 -0.1 -0.1 0.0
H 1.361 2.940 -1.668 0.1 0.0 0.0
H 0.050 4.092 -1.772 0.0 0.0 -0.1
H 0.623 1.645 -3.085 -0.1 0.0 0.0
H -0.651 2.811 -3.367 0.0 0.1 -0.1
H -1.287 -0.125 -2.881 0.1 0.1 0.0
H -0.927 0.527 -4.473 0.0 0.0 0.0
H -2.337 1.107 -3.607 0.1 0.0 0.0
H -2.416 2.965 -1.744 0.0 0.1 0.0
H -1.857 2.959 -0.080 0.1 0.0 0.2
H -2.939 0.673 -1.745 -0.1 0.0 0.1
H -3.555 1.357 -0.271 -0.2 0.0 0.2
H -4.530 -3.091 3.435 0.1 0.1 -0.1
C -3.183 -1.815 -2.467 0.0 -0.1 -0.1
C -1.757 -2.266 -2.555 -0.4 -0.2 -0.1
N -0.839 -2.127 -1.639 1.0 0.2 0.6
C 0.350 -2.741 -2.030 -0.1 0.2 0.7
C 0.332 -3.310 -3.245 0.2 -0.2 -0.6
S -1.206 -3.099 -3.943 -0.2 -0.1 -0.3
C 1.393 -2.868 -1.014 -0.6 0.3 0.2
C 2.529 -3.584 -1.079 0.4 -0.3 -0.2
S 3.209 -3.706 0.479 0.3 -0.2 0.1
C 1.947 -2.792 1.152 -0.1 0.0 0.1
N 1.091 -2.355 0.251 0.0 0.2 -0.5
C 1.775 -2.720 2.633 0.1 -0.1 0.0
H -3.389 -1.347 -1.510 0.1 -0.2 -0.2
H -3.850 -2.673 -2.575 0.1 0.0 0.0
H -3.427 -1.113 -3.270 0.1 -0.1 0.1
H 1.128 -3.843 -3.759 -0.3 0.1 0.2
H 2.973 -4.077 -1.940 -0.1 0.1 0.3
H 1.063 -3.496 2.930 0.0 0.0 0.0
H 1.372 -1.774 2.966 0.0 0.0 0.0
H 2.713 -2.920 3.153 -0.1 0.0 -0.1
```
Positions in Å, forces in eV/Å.



Entry 5:
DFT (ωB97M-V/def2-TZVPD) results for 2 unconnected molecules or ions with the total composition C16H23ClNO5S.

Values from the calculation:
Charge: +1
Kohn-Sham gap (eV): 8.640

Geometry as XYZ:
```
47
Properties=species:S:1:pos:R:3:forces:R:3
O -2.877 4.863 -2.180 0.0 0.1 0.0
S -2.186 3.622 -2.195 -0.1 0.0 -0.2
O -2.896 2.392 -2.333 0.1 -0.1 0.1
Cl -1.173 3.530 -0.401 0.0 -0.1 0.1
C -0.825 3.705 -3.374 0.0 -0.2 -0.2
C -0.756 2.526 -4.359 0.2 0.0 0.1
C 0.277 1.458 -3.987 -0.1 0.1 0.2
C -0.025 0.812 -2.629 0.0 -0.1 -0.6
C 0.641 -0.552 -2.407 0.8 0.2 0.7
C -0.237 -1.454 -1.510 -0.8 0.3 -0.1
N 0.539 -1.656 -0.287 -0.1 -0.4 -0.1
C 1.670 -1.063 -0.273 0.4 0.0 -0.2
C 2.562 -1.031 0.904 -0.1 -0.1 0.3
C 2.379 0.304 1.657 0.1 0.2 -0.2
O 3.540 1.075 1.420 -0.1 0.3 0.0
C 1.953 -0.412 -1.576 0.1 0.1 -0.2
H -1.013 4.644 -3.894 0.0 0.0 0.1
H 0.090 3.791 -2.792 0.0 0.2 0.0
H -0.490 2.950 -5.328 -0.1 -0.1 0.0
H -1.730 2.047 -4.462 -0.1 0.2 0.0
H 1.272 1.915 -3.983 0.0 -0.2 -0.1
H 0.254 0.681 -4.755 0.1 0.1 -0.1
H 0.293 1.487 -1.830 -0.3 0.0 0.1
H -1.108 0.695 -2.563 0.0 0.0 0.1
H 0.942 -1.037 -3.335 -0.5 0.0 -0.1
H -1.146 -0.922 -1.219 0.0 0.0 0.0
H -0.592 -2.389 -1.941 0.4 -0.2 0.0
H 0.186 -2.200 0.510 -0.1 0.2 0.0
H 2.345 -1.871 1.564 0.0 0.0 -0.1
H 3.600 -1.100 0.578 0.0 0.0 0.1
H 1.494 0.837 1.287 -0.1 -0.1 0.1
H 2.227 0.111 2.722 0.1 0.0 0.0
H 3.388 1.985 1.717 0.1 -0.3 0.0
H 2.293 0.617 -1.435 -0.1 0.0 0.0
H 2.803 -0.938 -2.023 0.0 0.0 0.0
C -0.097 -2.796 4.365 0.0 0.0 0.0
C -0.544 -2.731 5.616 0.0 0.0 0.0
C -1.961 -2.378 5.910 0.0 0.0 0.0
O -2.368 -2.314 7.044 0.0 0.0 0.0
C -2.854 -2.106 4.750 0.0 0.0 0.0
C -2.401 -2.174 3.501 0.0 0.0 0.0
C -0.993 -2.520 3.225 0.0 -0.1 0.0
O -0.579 -2.580 2.074 0.1 0.1 0.0
H 0.926 -3.056 4.125 0.0 0.0 0.0
H 0.086 -2.930 6.474 0.0 0.0 0.0
H -3.880 -1.854 4.986 0.0 0.0 0.0
H -3.029 -1.982 2.641 0.0 0.0 0.0
```
Positions in Å, forces in eV/Å.



Entry 6:
DFT (ωB97M-V/def2-TZVPD) results for 2 unconnected molecules or ions with the total composition C3H7OS.

Values from the calculation:
Charge: -1
Kohn-Sham gap (eV): 6.941

Geometry as XYZ:
```
12
Properties=species:S:1:pos:R:3:forces:R:3
C -2.287 0.691 -1.978 0.5 0.6 0.5
S -1.610 0.511 -0.275 0.1 -0.1 -0.2
H -1.612 1.322 -2.572 0.0 -0.6 -0.2
H -2.536 -0.260 -2.456 0.2 0.1 -0.1
H -3.175 1.298 -1.896 -0.6 0.0 -0.1
C 2.258 -1.028 1.951 -0.6 0.1 0.7
C 1.283 -0.492 1.226 0.9 1.1 -1.2
O 1.565 0.263 0.115 -0.8 -0.5 0.8
H 1.943 -1.578 2.828 0.3 0.0 0.1
H 3.279 -0.710 1.826 0.3 -0.4 -0.2
H 0.229 -0.521 1.460 -0.2 -0.5 0.0
H 0.661 0.504 -0.228 0.0 0.1 -0.2
```
Positions in Å, forces in eV/Å.



What is the charge in the second record?
+2